1.
Below is an isolated molecule of C3H2O3 at a distorted geometry, with properties calculated with ωB97M-V/def2-TZVPD.

Last column: natural (NBO) charge in e.
Positions of all 8 atoms, in Å:
O (-2.556, -0.056, -0.131)  -0.563
O (-0.468, -1.145, 0.070)  -0.462
O (-0.629, 1.105, 0.195)  -0.485
C (-1.325, -0.093, -0.006)  0.950
C (0.844, -0.658, -0.072)  0.042
C (0.842, 0.635, -0.221)  0.018
H (1.704, -1.301, 0.292)  0.247
H (1.588, 1.513, -0.126)  0.252

Forces on atoms 1 to 3 (eV/Å):
O 4.04 -1.28 0.34
O 0.30 -0.07 -0.40
O 2.99 -2.87 -2.70

Computed properties:
HOMO level = -10.312 eV
Gap between HOMO and LUMO = 10.8 eV
Multiplicity = 1

---

2.
Below is a cluster of 2 separate species, C2H8NS in total, with properties calculated with ωB97M-V/def2-TZVPD.

Last column: natural (NBO) charge in e.
Positions of all 12 atoms, in Å:
S (1.028, -1.441, -3.231)  -1.062
N (-0.091, -1.007, 0.645)  -0.861
C (-0.999, 1.285, 0.700)  -0.615
C (0.215, 0.438, 0.367)  -0.222
H (0.583, 0.578, -0.648)  0.217
H (-1.244, 1.031, 1.732)  0.195
H (-0.734, 2.341, 0.697)  0.191
H (0.818, -1.344, 0.941)  0.342
H (1.004, 0.677, 1.092)  0.152
H (-0.246, -1.518, -0.228)  0.380
H (-1.785, 0.973, 0.014)  0.210
H (1.453, -2.014, -2.082)  0.073

Forces on atoms 1 to 3 (eV/Å):
S -0.01 -0.04 0.33
N 0.64 0.44 -0.31
C 0.64 -0.56 0.22

Computed properties:
HOMO level = -2.626 eV
Gap between HOMO and LUMO = 6.6 eV
Total charge = -1
Multiplicity = 1

---

3.
Below is a cluster of 13 separate species, C39H78O39 in total at a distorted geometry, with properties calculated with ωB97M-V/def2-TZVPD.

Last column: Löwdin charge in e.
Positions of all 156 atoms, in Å:
O (-4.420, -4.716, -4.731)  0.009
O (-0.384, -0.046, -1.042)  0.010
O (-4.953, -0.036, -6.431)  0.128
O (6.488, 2.781, 3.457)  0.025
O (-2.189, -4.721, -4.606)  0.108
O (-4.717, -1.578, -4.798)  -0.022
O (4.921, 6.906, 2.348)  0.131
O (3.001, 6.624, 1.233)  0.028
O (7.397, 1.652, 1.904)  0.019
O (1.559, -2.065, 6.649)  0.135
O (-3.340, -4.123, 2.849)  0.117
O (5.693, -0.120, -2.150)  -0.005
O (-4.395, -0.666, -1.536)  -0.042
O (0.856, -4.271, -1.023)  0.128
O (-6.661, -1.286, -5.673)  0.005
O (-1.309, -4.123, 1.894)  0.002
O (-0.861, 1.122, -3.961)  0.109
O (0.078, -0.518, 1.089)  0.125
O (-0.111, -1.024, 5.484)  0.004
O (-2.610, -2.401, 1.636)  -0.004
O (2.594, 3.098, 5.482)  0.132
O (1.161, 1.121, -0.006)  -0.022
O (-2.631, 3.041, 2.489)  0.002
O (5.528, -1.572, -3.894)  0.155
O (-4.727, 3.383, 2.705)  0.015
O (-0.442, -1.470, 7.507)  -0.005
O (2.688, -2.999, -0.713)  -0.012
O (-6.552, -0.642, -2.237)  0.144
O (-5.392, -2.531, -1.834)  0.002
O (1.975, 1.175, 6.478)  0.003
O (6.915, 0.216, -3.862)  0.011
O (0.453, 2.358, 5.564)  0.005
O (-4.009, 1.933, 1.103)  0.127
O (1.334, 1.410, -4.333)  0.016
O (5.182, 1.967, 1.792)  0.104
O (3.758, 8.627, 1.490)  0.017
O (1.662, -2.851, -2.573)  -0.024
O (-3.504, -4.872, -2.778)  0.018
O (-0.051, 2.052, -5.843)  0.024
C (5.442, 3.325, 4.243)  -0.026
C (-5.407, -0.884, -5.712)  -0.632
C (-3.272, -4.797, -4.070)  -0.611
C (1.799, 0.924, -3.065)  0.001
C (6.245, 2.119, 2.346)  -0.614
C (-5.549, -1.222, -1.930)  -0.624
C (-3.343, -1.246, -4.661)  -0.020
C (-7.525, -0.683, -6.665)  -0.008
C (-4.367, -4.539, -6.141)  -0.022
C (1.961, 1.453, 1.111)  -0.042
C (4.719, 9.542, 1.982)  -0.050
C (-4.301, 0.756, -1.673)  -0.029
C (-3.572, -1.488, 2.116)  -0.031
C (2.954, 5.293, 1.720)  -0.049
C (0.062, 1.474, -4.664)  -0.620
C (3.328, 0.853, 6.721)  -0.047
C (-1.430, -1.001, -1.141)  0.003
C (-2.425, -4.864, -1.876)  -0.024
C (-0.103, 3.525, 4.961)  -0.019
C (7.428, 0.909, 0.689)  -0.021
C (0.462, -1.598, 6.542)  -0.634
C (4.690, -0.727, -1.359)  -0.048
C (-3.829, 2.694, 2.012)  -0.601
C (7.501, -0.171, -5.076)  -0.070
C (0.741, -3.200, -3.619)  0.001
C (-1.544, 2.186, 2.110)  -0.019
C (0.563, -1.052, 4.238)  -0.039
C (3.986, 7.346, 1.740)  -0.634
C (-0.294, -2.351, 8.637)  -0.024
C (-2.463, -3.573, 2.233)  -0.619
C (-1.070, -5.467, 2.269)  -0.034
C (-1.373, 2.143, -6.368)  -0.028
C (5.959, -0.588, -3.379)  -0.598
C (2.779, -3.271, 0.682)  -0.017
C (1.761, 2.302, 5.799)  -0.610
C (0.249, 0.125, 0.087)  -0.607
C (1.708, -3.515, -1.415)  -0.616
C (-6.410, -3.437, -2.187)  -0.041
C (-6.083, 2.987, 2.608)  -0.040
H (4.822, 9.522, 3.066)  0.098
H (-0.172, 4.278, 5.742)  0.108
H (1.823, -3.098, 1.173)  0.093
H (3.842, 0.615, 5.789)  0.097
H (-0.218, -5.508, 2.947)  0.094
H (-6.716, 3.520, 3.312)  0.094
H (-1.997, 1.290, -6.112)  0.076
H (-0.189, -3.381, 8.312)  0.099
H (3.866, -0.918, -2.048)  0.077
H (4.746, 2.553, 4.571)  0.064
H (7.632, -1.239, -5.265)  0.096
H (-4.019, -0.844, 1.361)  0.081
H (-2.998, -1.478, -3.657)  0.076
H (2.576, 2.322, 0.883)  0.079
H (2.569, 0.626, 1.467)  0.095
H (3.380, 0.056, 7.458)  0.095
H (4.476, 10.557, 1.682)  0.093
H (-2.818, -1.908, -5.358)  0.107
H (3.861, 4.689, 1.650)  0.083
H (-1.611, 1.939, 1.055)  0.096
H (3.175, -4.268, 0.864)  0.101
H (6.971, 0.226, -5.944)  0.098
H (-5.175, 1.193, -1.197)  0.093
H (1.277, -0.001, -2.830)  0.081
H (1.125, -4.123, -4.059)  0.107
H (-1.004, -1.998, -1.016)  0.100
H (-0.748, -5.992, 1.367)  0.092
H (0.381, 3.763, 4.015)  0.084
H (-0.993, -2.131, 9.436)  0.092
H (-1.557, 1.335, 2.789)  0.100
H (2.689, 5.310, 2.778)  0.100
H (-2.726, -4.463, -0.907)  0.099
H (-6.168, 1.946, 2.936)  0.100
H (-3.076, -0.831, 2.835)  0.093
H (6.427, 0.848, 0.269)  0.063
H (-1.804, 3.124, -6.196)  0.100
H (0.661, -2.030, 9.073)  0.092
H (-6.481, 3.079, 1.599)  0.098
H (-3.368, 1.057, -1.210)  0.076
H (0.818, -2.358, -4.298)  0.099
H (5.701, 9.321, 1.561)  0.098
H (-1.724, -4.082, -2.172)  0.058
H (-1.308, 2.035, -7.455)  0.095
H (-3.091, -0.210, -4.882)  0.075
H (-3.430, -4.850, -6.589)  0.097
H (-2.202, -0.779, -0.409)  0.082
H (-1.902, -5.802, -1.703)  0.108
H (-4.237, 1.073, -2.716)  0.103
H (-4.394, -1.981, 2.636)  0.097
H (4.882, -1.662, -0.830)  0.091
H (-7.107, -1.033, -7.608)  0.098
H (-7.406, -3.260, -1.781)  0.099
H (3.912, 1.654, 7.187)  0.098
H (1.625, 1.618, -2.248)  0.091
H (1.373, 1.896, 1.922)  0.079
H (-1.923, -0.940, -2.105)  0.071
H (-1.115, 3.253, 4.660)  0.083
H (2.862, 0.814, -3.252)  0.092
H (-7.485, 0.402, -6.615)  0.097
H (-0.241, -3.439, -3.218)  0.053
H (-5.199, -5.030, -6.644)  0.097
H (4.360, -0.051, -0.571)  0.088
H (4.915, 4.130, 3.735)  0.083
H (-8.533, -1.035, -6.488)  0.094
H (-0.045, -0.548, 3.490)  0.064
H (-0.634, 2.750, 2.290)  0.069
H (3.508, -2.578, 1.100)  0.088
H (2.213, 4.722, 1.164)  0.086
H (8.139, 1.403, 0.036)  0.101
H (-4.568, -3.480, -6.302)  0.080
H (5.814, 3.701, 5.194)  0.102
H (7.736, -0.130, 0.814)  0.097
H (-6.018, -4.411, -1.905)  0.092
H (-6.538, -3.480, -3.273)  0.093
H (8.528, 0.195, -5.124)  0.093
H (-1.946, -5.974, 2.666)  0.093
H (1.510, -0.509, 4.150)  0.093
H (0.726, -2.099, 3.985)  0.101

Forces on atoms 1 to 3 (eV/Å):
O -0.72 -0.79 0.39
O 0.44 1.24 -1.23
O 0.13 0.20 -0.31

Computed properties:
HOMO level = -10.545 eV
Gap between HOMO and LUMO = 11.0 eV
Multiplicity = 1

---

4.
Below is an isolated molecule of C6H10O, with properties calculated with ωB97M-V/def2-TZVPD.

Last column: natural (NBO) charge in e.
Positions of all 17 atoms, in Å:
O (-0.752, -1.708, -0.996)  -0.702
C (-1.748, 0.036, 0.336)  -0.202
C (0.789, -0.045, -0.143)  0.014
C (-1.803, 1.316, 0.690)  -0.393
C (1.999, -0.627, 0.536)  -0.643
C (-0.515, -0.802, 0.080)  0.010
C (0.869, 0.990, -0.979)  -0.415
H (1.821, 1.472, -1.191)  0.200
H (-2.756, 1.802, 0.880)  0.203
H (-2.669, -0.539, 0.241)  0.209
H (-0.385, -1.465, 0.946)  0.191
H (1.808, -0.797, 1.602)  0.214
H (2.245, -1.601, 0.096)  0.227
H (-0.810, -1.172, -1.799)  0.466
H (-0.006, 1.395, -1.483)  0.202
H (2.872, 0.026, 0.441)  0.216
H (-0.906, 1.918, 0.805)  0.203

Forces on atoms 1 to 3 (eV/Å):
O -0.05 0.10 -0.25
C -0.04 0.14 0.07
C 0.07 0.14 -0.16

Computed properties:
HOMO level = -9.639 eV
Gap between HOMO and LUMO = 10.6 eV
Multiplicity = 1

---

5.
Below is the ion C4H8N3O with charge +1 at a distorted geometry, with properties calculated with ωB97M-V/def2-TZVPD.

Last column: natural (NBO) charge in e.
Positions of all 16 atoms, in Å:
O (2.260, -1.118, -0.118)  -0.233
N (1.452, 0.944, 0.150)  -0.252
N (1.435, 2.257, 0.263)  -0.583
N (1.021, -1.469, -0.011)  0.010
C (-1.388, -1.019, 0.685)  -0.586
C (2.441, 0.222, -0.203)  0.263
C (-0.027, -0.995, 0.309)  0.640
C (-2.324, -0.653, -0.453)  -0.595
H (-2.099, 0.405, -0.788)  0.219
H (-1.616, -2.090, 0.804)  0.320
H (3.468, 0.373, -0.630)  0.239
H (-2.352, -1.273, -1.350)  0.242
H (0.590, 2.747, 0.001)  0.388
H (-1.739, -0.564, 1.600)  0.311
H (2.184, 2.815, -0.095)  0.372
H (-3.308, -0.581, -0.163)  0.245

Forces on atoms 1 to 3 (eV/Å):
O 0.44 -2.04 -0.63
N 1.02 -1.60 -1.05
N -0.28 1.88 0.11

Computed properties:
HOMO level = -13.465 eV
Gap between HOMO and LUMO = 8.4 eV
Total charge = +1
Multiplicity = 1

---

6.
Below is a cluster of 12 separate species, C20H64N2O12 in total at a distorted geometry, with properties calculated with ωB97M-V/def2-TZVPD.

Last column: Löwdin charge in e.
Positions of all 98 atoms, in Å:
O (2.120, 1.377, -3.130)  -0.078
O (-4.029, -3.518, -0.899)  -0.083
O (0.313, -3.874, -2.697)  -0.078
O (1.726, 2.112, 0.204)  -0.137
O (1.551, -4.942, 2.803)  -0.090
O (-3.730, 2.345, 1.661)  -0.131
O (4.888, -2.570, 0.149)  -0.067
O (-4.896, 2.158, -0.851)  -0.063
O (-1.613, 3.954, 2.186)  -0.073
O (-0.470, 0.052, 4.092)  -0.070
O (-0.222, 0.300, 0.191)  -0.132
O (-1.331, -0.886, -2.238)  -0.091
N (1.183, 3.324, -2.211)  0.149
N (2.732, 3.600, -3.524)  0.141
C (-1.024, 3.943, 0.912)  -0.304
C (-2.965, -1.915, 0.484)  -0.092
C (1.852, -3.952, 1.796)  -0.302
C (4.031, -0.503, -0.482)  -0.085
C (-2.573, 1.860, -1.520)  -0.071
C (-0.231, -0.520, -2.956)  -0.360
C (0.431, -0.943, 0.591)  -0.086
C (2.699, -2.844, 2.386)  -0.098
C (0.296, -4.220, -1.352)  -0.301
C (-3.529, 1.034, 2.126)  -0.143
C (-3.922, -3.048, 0.458)  -0.319
C (0.015, 5.045, 0.929)  -0.075
C (-0.516, 1.381, 4.079)  -0.233
C (-0.558, -0.856, -4.390)  -0.059
C (2.128, 1.776, 1.570)  -0.239
C (1.952, 2.724, -3.020)  -0.691
C (-3.762, 2.806, -1.360)  -0.319
C (0.712, -5.746, -1.434)  -0.068
C (4.138, -1.938, -0.837)  -0.338
C (2.074, 2.990, 2.496)  -0.073
H (-3.910, 3.246, -2.358)  0.120
H (1.406, 1.039, 1.969)  0.098
H (1.070, 3.230, 2.617)  0.012
H (0.484, -1.114, 1.665)  0.072
H (-1.840, 4.135, 0.222)  0.089
H (-1.472, -0.384, -4.721)  0.069
H (3.672, -3.281, 2.738)  0.100
H (-3.625, -3.894, 1.033)  0.097
H (0.515, 2.701, -1.742)  0.107
H (-0.558, -3.576, -2.879)  0.053
H (-1.250, -0.539, -1.360)  0.009
H (-0.419, 6.039, 0.902)  0.079
H (-4.361, 0.418, 1.956)  0.065
H (-4.851, -2.775, 0.984)  0.116
H (0.165, -0.456, -5.031)  0.047
H (-0.099, 0.515, -2.883)  0.065
H (2.339, 2.814, -0.126)  0.117
H (0.044, -1.686, -0.036)  0.035
H (-2.834, -1.600, 1.529)  0.086
H (0.375, 1.820, 4.497)  0.083
H (-0.728, -4.139, -1.021)  0.110
H (1.485, -0.824, 0.280)  0.077
H (2.482, 2.689, 3.491)  0.096
H (0.619, -1.104, -2.646)  0.107
H (0.463, -0.061, 3.887)  0.071
H (-3.514, 3.642, -0.782)  0.076
H (3.096, 1.412, 1.519)  0.079
H (-4.840, 1.275, -1.277)  0.115
H (-0.472, 1.684, 3.061)  0.041
H (4.640, -2.011, -1.769)  0.111
H (-4.968, -3.499, -1.181)  0.094
H (0.413, 0.969, 0.359)  -0.020
H (-2.013, -2.225, 0.087)  0.039
H (0.682, 5.093, 1.812)  0.072
H (-0.601, -1.999, -4.551)  0.102
H (-0.609, 2.891, 0.675)  0.115
H (-2.612, 0.671, 1.708)  0.057
H (0.728, -6.303, -0.470)  0.067
H (-1.736, 2.411, -1.963)  0.075
H (-1.422, 1.849, 4.452)  0.098
H (0.848, -3.548, 1.523)  0.103
H (0.955, 4.344, -2.316)  0.153
H (2.996, -2.090, 1.708)  0.011
H (1.664, -5.901, -2.021)  0.089
H (-3.242, -1.119, -0.274)  0.100
H (-2.867, 1.075, -2.252)  0.094
H (-2.228, 1.407, -0.601)  0.048
H (5.517, -3.067, -0.407)  0.103
H (2.624, 3.923, 2.184)  0.101
H (-0.087, -6.290, -1.924)  0.057
H (0.660, 4.975, 0.110)  0.028
H (2.143, -2.323, 3.249)  0.097
H (-4.239, 2.306, 0.818)  0.054
H (2.618, 4.626, -3.523)  0.134
H (2.419, -4.441, 0.966)  0.126
H (3.361, 3.172, -4.245)  0.150
H (3.458, 0.147, -1.167)  0.083
H (-2.257, 3.281, 2.279)  0.014
H (1.064, -4.576, 3.537)  0.069
H (3.152, -2.384, -0.907)  0.100
H (-3.562, 0.991, 3.216)  0.091
H (0.982, -3.580, -0.871)  0.053
H (3.615, -0.385, 0.506)  0.038
H (4.992, -0.119, -0.446)  0.060

Forces on atoms 1 to 3 (eV/Å):
O -0.87 6.24 0.21
O -1.51 0.20 0.03
O 0.56 0.78 -1.39

Computed properties:
HOMO level = -9.452 eV
Gap between HOMO and LUMO = 9.5 eV
Multiplicity = 1

---

7.
Below is a cluster of 2 separate species, C4H8O in total, with properties calculated with ωB97M-V/def2-TZVPD.

Last column: natural (NBO) charge in e.
Positions of all 13 atoms, in Å:
O (1.900, 0.482, 0.406)  -0.522
C (1.101, -2.153, -0.067)  -0.246
C (-1.578, 0.552, 0.287)  -0.604
C (0.886, 1.022, 0.029)  0.452
C (-0.302, 0.280, -0.509)  -0.512
H (-1.844, 1.614, 0.285)  0.209
H (-1.470, 0.230, 1.327)  0.214
H (-0.443, 0.565, -1.559)  0.229
H (-0.070, -0.801, -0.496)  0.239
H (2.034, -1.931, -0.618)  0.101
H (1.406, -1.984, 0.983)  0.101
H (0.795, 2.126, 0.077)  0.114
H (-2.415, -0.002, -0.146)  0.225

Forces on atoms 1 to 3 (eV/Å):
O -0.33 0.19 -0.12
C 0.17 -0.17 0.07
C -0.11 0.03 0.07

Computed properties:
HOMO level (alpha / beta) = -9.033 / -9.002 eV
Gap between HOMO and LUMO (alpha / beta) = 8.5 / 8.5 eV
Multiplicity = 1